(1)
{"formula": "C26H36CaN9S4", "method": "ωB97M-V/def2-TZVPD", "gap_ev": 4.454, "homo_ev": -3.23, "e_tot_ha": -3775.75715, "relative_energy_kcal_mol": 11.0, "total_charge": -1, "symbols": ["Ca", "N", "C", "C", "N", "C", "C", "N", "H", "H", "H", "H", "H", "H", "H", "H", "H", "H", "H", "H", "H", "C", "C", "N", "C", "S", "N", "N", "C", "C", "C", "C", "C", "C", "C", "N", "H", "H", "H", "H", "H", "H", "H", "H", "H", "H", "H", "H", "H", "S", "C", "C", "C", "C", "C", "C", "S", "H", "H", "H", "H", "N", "C", "S", "C", "C", "C", "N", "C", "C", "H", "H", "H", "H", "H", "H"], "coordinates": [[-0.08516, 0.06546, -0.16595], [-1.56962, 1.74054, 1.14166], [-2.13354, 2.82560, 0.33902], [-2.67099, 2.26496, -0.96755], [-1.63867, 1.56597, -1.73032], [-2.19354, 0.73734, -2.80958], [-2.67272, -0.61444, -2.29974], [-1.56950, -1.33573, -1.68208], [-2.31716, 1.07835, 1.39605], [-1.23627, 2.08963, 2.03309], [-1.35315, 3.56733, 0.13691], [-2.95648, 3.34544, 0.84553], [-3.13931, 3.07225, -1.54951], [-3.45715, 1.54578, -0.72399], [-0.98767, 2.23224, -2.13175], [-1.39660, 0.57644, -3.53691], [-3.02720, 1.24821, -3.31380], [-3.13230, -1.15033, -3.14152], [-3.45540, -0.48918, -1.54620], [-0.82192, -1.54694, -2.33714], [-1.87301, -2.18134, -1.21388], [-3.83340, -4.68560, -0.17721], [-4.72936, -3.82842, 0.70584], [-4.60397, -2.39251, 0.44877], [-3.58538, -1.67909, 1.11555], [-4.08670, -0.26262, 1.96718], [-2.40825, -2.21452, 1.03070], [-1.34058, -1.51679, 1.53149], [-0.50291, -2.18508, 2.23085], [-0.68264, -3.63188, 2.58564], [0.73716, -1.49673, 2.68512], [1.53714, -2.08420, 3.66331], [2.72364, -1.47979, 4.03072], [3.09510, -0.30355, 3.40386], [2.23312, 0.22465, 2.45840], [1.07439, -0.32954, 2.11999], [-3.96524, -5.74393, 0.06108], [-2.78835, -4.41686, -0.04185], [-4.08605, -4.53265, -1.22844], [-4.54502, -4.04827, 1.76560], [-5.77031, -4.08782, 0.49790], [-5.46096, -1.90393, 0.66536], [-1.36990, -4.08146, 1.87435], [-1.11254, -3.74385, 3.58519], [0.27007, -4.15771, 2.54509], [1.23652, -3.01447, 4.12120], [3.35859, -1.93300, 4.78156], [4.03174, 0.18963, 3.62375], [2.50212, 1.12714, 1.92393], [1.57434, -2.23067, -0.41299], [2.52857, -2.13532, -1.89079], [3.46699, -3.14865, -2.13537], [4.27603, -3.16446, -3.25800], [4.16479, -2.13936, -4.19069], [3.24324, -1.12917, -3.97189], [2.41546, -1.09578, -2.84346], [1.26507, 0.23736, -2.69218], [3.54473, -3.94152, -1.40047], [4.98664, -3.97073, -3.40293], [4.78584, -2.12696, -5.07931], [3.14074, -0.32454, -4.69100], [3.52327, 6.82174, 1.45212], [3.06215, 6.48063, 0.23395], [3.13487, 7.50497, -1.04896], [2.46078, 5.11785, 0.15828], [2.52088, 4.37471, -1.01022], [1.97935, 3.09621, -1.03158], [1.36667, 2.55146, 0.02206], [1.29559, 3.27637, 1.13711], [1.83012, 4.54584, 1.26183], [3.98974, 7.70814, 1.54396], [3.66456, 6.12354, 2.16214], [2.99937, 4.78546, -1.88803], [2.03834, 2.45479, -1.90894], [0.78985, 2.81472, 1.97743], [1.71135, 5.08865, 2.19063]], "forces_ev_per_a": [[0.22, -0.09, -0.36], [0.04, -0.03, 0.04], [-0.04, -0.02, -0.02], [0.01, 0.02, 0.02], [-0.09, -0.07, 0.09], [0.00, 0.03, -0.03], [-0.03, -0.03, 0.00], [-0.01, 0.12, 0.06], [-0.01, 0.00, -0.01], [0.01, 0.01, -0.01], [0.01, -0.01, -0.02], [0.02, 0.02, 0.00], [-0.01, -0.01, 0.00], [0.01, -0.01, 0.01], [0.02, 0.00, 0.02], [0.00, 0.00, 0.01], [0.01, 0.01, -0.01], [0.01, 0.01, 0.00], [0.00, -0.01, 0.00], [-0.01, -0.02, -0.01], [0.02, 0.01, 0.03], [-0.03, 0.03, -0.04], [0.09, -0.05, -0.21], [-0.10, 0.21, 0.30], [0.08, 0.00, -0.05], [0.01, 0.07, -0.12], [-0.04, -0.23, 0.10], [0.04, 0.18, 0.07], [0.01, -0.05, -0.01], [-0.03, -0.01, -0.03], [-0.07, 0.04, 0.06], [-0.01, -0.01, 0.03], [0.02, 0.03, 0.00], [-0.01, -0.01, 0.01], [-0.02, 0.02, 0.01], [-0.01, -0.04, -0.02], [0.00, 0.00, -0.01], [0.00, -0.03, 0.03], [-0.01, 0.00, 0.00], [0.07, 0.01, -0.02], [-0.01, 0.01, 0.05], [-0.08, -0.10, -0.06], [-0.01, 0.01, 0.01], [0.02, 0.00, 0.01], [0.00, 0.00, -0.01], [0.00, 0.00, -0.01], [0.00, 0.00, 0.00], [0.00, 0.00, 0.00], [0.00, 0.00, 0.00], [-0.02, 0.06, -0.03], [0.01, -0.02, 0.03], [-0.01, -0.01, 0.03], [0.00, 0.03, -0.03], [0.01, -0.04, 0.03], [-0.01, 0.04, -0.02], [-0.02, 0.02, 0.01], [0.00, 0.00, 0.00], [0.00, 0.00, 0.00], [0.00, 0.00, 0.00], [0.00, 0.00, 0.00], [0.00, 0.00, 0.00], [0.05, -0.04, -0.03], [-0.01, 0.01, 0.00], [-0.03, 0.00, 0.00], [-0.01, -0.01, 0.01], [0.04, 0.03, 0.03], [0.01, -0.07, 0.00], [-0.08, -0.02, 0.10], [-0.01, 0.03, -0.01], [-0.01, 0.05, -0.01], [0.00, 0.00, 0.01], [-0.02, 0.00, 0.01], [0.00, -0.01, -0.01], [0.00, 0.01, 0.00], [0.00, 0.00, -0.01], [-0.01, -0.01, 0.01]]}



(2)
{"formula": "C26H36Cl27IN5O13PS4", "method": "ωB97M-V/def2-TZVPD", "smiles": "[H]/N=C\\C[C@@]1(O)[C@@](CON=O)(CC(=O)I)OS(=O)(=O)[C@@](CCSc2nnco2)(S(C)(=O)=O)[C@@]1(CCCS(=O)(=O)O)[PH2]=N.ClC(Cl)Cl.ClC(Cl)Cl.ClC(Cl)Cl.ClC(Cl)Cl.ClC(Cl)Cl.ClC(Cl)Cl.ClC(Cl)Cl.ClC(Cl)Cl.ClC(Cl)Cl", "gap_ev": 7.518, "homo_ev": -9.07, "e_tot_ha": -16920.20863, "symbols": ["H", "N", "C", "C", "C", "O", "C", "C", "O", "N", "O", "C", "C", "O", "I", "O", "S", "O", "O", "C", "C", "C", "S", "C", "N", "N", "C", "O", "S", "C", "O", "O", "C", "C", "C", "C", "S", "O", "O", "O", "P", "N", "H", "H", "H", "H", "H", "H", "H", "H", "H", "H", "H", "H", "H", "H", "H", "H", "H", "H", "H", "H", "H", "H", "H", "H", "H", "H", "Cl", "C", "Cl", "Cl", "H", "Cl", "C", "Cl", "Cl", "H", "Cl", "C", "Cl", "Cl", "H", "Cl", "C", "Cl", "Cl", "H", "Cl", "C", "Cl", "Cl", "H", "Cl", "C", "Cl", "Cl", "H", "Cl", "C", "Cl", "Cl", "H", "Cl", "C", "Cl", "Cl", "H", "Cl", "C", "Cl", "Cl", "H"], "coordinates": [[-1.90448, -2.64756, -4.35548], [-2.87860, -2.63684, -3.92798], [-2.93679, -1.62179, -2.96056], [-1.58548, -0.77024, -2.74575], [-1.50111, 0.53010, -1.73594], [-0.40459, 1.23465, -2.51652], [-2.63001, 1.67462, -1.83363], [-2.07662, 3.17716, -2.34214], [-3.10357, 4.25244, -2.13031], [-2.93381, 5.11653, -3.17518], [-3.77968, 4.87932, -4.03354], [-3.91049, 1.45082, -2.87123], [-3.60002, 1.33924, -4.44324], [-2.46849, 1.37704, -5.12968], [-5.40174, 1.00356, -5.72925], [-3.37914, 2.02030, -0.61741], [-2.49285, 2.51791, 0.69182], [-3.54122, 2.59191, 1.87621], [-2.00854, 4.02304, 0.68888], [-1.10914, 1.27498, 0.95952], [0.17251, 2.21179, 1.33961], [0.98592, 3.07359, 0.26692], [2.28580, 4.04571, 1.29521], [3.78827, 4.43147, 0.24610], [5.08704, 5.10278, 0.73989], [5.83777, 5.18707, -0.43429], [5.09500, 4.61089, -1.64410], [3.76312, 4.11286, -1.19853], [-1.44396, 0.57860, 2.71429], [-3.05437, -0.24279, 3.06380], [-0.30523, -0.37489, 3.20839], [-1.41976, 1.70946, 3.82206], [-0.92445, 0.13398, -0.20036], [0.63879, -0.44169, -0.35973], [1.10577, -1.72884, 0.46615], [1.18697, -3.13966, -0.43834], [2.75608, -4.13368, -0.05184], [3.90311, -3.88262, -1.09408], [2.35767, -5.65051, -0.19040], [3.28138, -3.83452, 1.54397], [-1.85567, -1.53938, 0.21423], [-3.46316, -1.43477, 0.16867], [-3.96350, -1.54984, -2.40534], [-1.24930, -0.52047, -3.87026], [-0.78195, -1.61039, -2.45621], [0.20748, 1.72372, -1.93389], [-1.79162, 3.22032, -3.46469], [-1.15876, 3.55736, -1.72444], [-4.52556, 0.54504, -2.38998], [-4.70005, 2.34491, -2.75985], [0.94852, 1.50096, 1.90502], [-0.10366, 3.04085, 2.15665], [1.64182, 2.52341, -0.52462], [0.40660, 3.94566, -0.28563], [5.48271, 4.58087, -2.76673], [-3.50765, 0.02106, 4.13634], [-3.92637, 0.04698, 2.30071], [-3.00956, -1.43557, 3.04920], [0.89851, -0.72217, -1.49527], [1.46170, 0.39949, -0.16554], [0.62370, -2.00944, 1.47435], [2.26358, -1.56908, 0.73800], [0.28891, -3.79515, -0.07413], [1.11836, -2.90204, -1.60361], [2.47097, -4.00241, 2.12941], [-1.53667, -2.02380, 1.55390], [-1.50920, -2.61225, -0.68188], [-3.69851, -0.46221, -0.09712], [5.61653, 7.15327, -5.17264], [7.02607, 6.11667, -5.45215], [8.49840, 6.89075, -4.84185], [6.79453, 4.53325, -4.69144], [7.13621, 5.96834, -6.52942], [0.46823, -5.66326, 6.43469], [0.66631, -5.75014, 4.67609], [0.08175, -4.26327, 3.90998], [2.36243, -6.04182, 4.25469], [0.07008, -6.58693, 4.30334], [-3.36560, 7.79677, -6.76528], [-4.80136, 8.04249, -5.75648], [-4.71057, 9.59832, -4.91353], [-6.27404, 7.95143, -6.73751], [-4.83652, 7.24683, -5.00793], [7.55226, 4.32576, 0.91958], [8.93674, 3.69366, 1.82685], [10.30193, 3.38180, 0.74130], [9.40713, 4.82152, 3.10987], [8.64230, 2.74850, 2.29013], [-4.36907, 1.05306, 5.98687], [-2.85112, 1.05940, 6.90079], [-3.05493, 1.91387, 8.43954], [-2.28541, -0.59654, 7.17888], [-2.09656, 1.58664, 6.31145], [1.85988, -1.94553, 5.33853], [2.18035, -0.32195, 5.97159], [2.70731, 0.76003, 4.67119], [0.74147, 0.32725, 6.77636], [2.98471, -0.39218, 6.70828], [-1.10132, -8.38738, 0.15188], [0.06799, -8.38987, -1.17935], [0.79685, -9.99424, -1.36420], [-0.70711, -7.88095, -2.68922], [0.86137, -7.67649, -0.94210], [-7.49173, -2.43819, -1.16197], [-7.27090, -2.43013, 0.59605], [-6.01554, -3.58693, 1.07070], [-6.86370, -0.80208, 1.16450], [-8.21192, -2.73244, 1.06269], [4.85122, -11.11114, 2.50069], [4.50003, -10.51198, 0.87062], [4.39135, -11.85769, -0.27684], [3.00139, -9.56672, 0.86466], [5.31990, -9.85954, 0.55951]], "forces_ev_per_a": [[-1.25, 0.15, 0.61], [0.55, 4.54, 4.04], [0.29, -3.92, -3.65], [-0.30, -1.43, -0.78], [2.38, 0.89, -1.65], [-0.27, -0.85, 1.48], [-1.95, 2.83, -2.34], [1.97, 0.45, 0.16], [0.81, -2.48, 0.67], [-3.10, -0.27, -3.56], [2.63, 1.20, 2.47], [-0.89, -0.42, 1.08], [4.89, -0.50, -3.36], [-6.75, -0.01, 5.13], [1.07, 0.28, 1.16], [2.09, -0.82, 1.17], [-4.63, 7.28, 5.34], [3.70, -2.38, -4.67], [-0.27, -6.06, -1.79], [1.13, 0.60, -0.54], [1.70, 0.56, 1.58], [0.73, 0.98, -1.82], [1.16, -0.01, -1.07], [2.54, 0.92, -0.91], [-5.65, -3.04, -5.34], [-5.18, -2.02, -4.71], [0.83, 1.52, 5.18], [3.99, 2.51, 3.26], [2.58, 0.45, 9.38], [-3.45, -1.79, -0.50], [-3.18, 1.87, -3.51], [-0.46, -2.63, -4.81], [0.82, -1.62, -0.77], [1.71, 0.89, -1.12], [2.62, -1.40, 0.14], [-1.57, 1.44, 0.80], [2.87, -5.78, -4.37], [-4.24, 0.59, 4.68], [0.56, 5.62, 1.45], [-2.41, -0.10, -1.96], [-3.18, 0.19, 0.63], [1.63, 1.32, -0.51], [2.33, 0.08, -0.91], [-0.82, 0.24, 2.84], [-1.67, 2.16, -0.22], [-0.50, -0.26, -0.09], [-0.50, -0.70, 2.04], [-1.66, -1.03, -1.08], [1.31, 1.66, -1.75], [2.15, -1.68, -0.22], [-1.69, 1.37, -1.29], [-0.04, -2.22, -1.69], [-1.38, 0.60, 1.40], [0.77, -2.18, 1.32], [-1.25, -0.02, 2.88], [1.91, 0.03, -2.37], [2.30, -0.47, 1.54], [0.49, 2.70, -0.27], [-1.12, 0.82, 2.41], [-2.14, -1.63, -0.13], [0.53, 0.97, -1.66], [-2.65, 0.06, -0.47], [1.98, 0.75, -1.00], [0.58, -0.91, 2.57], [1.34, 0.08, -0.77], [0.62, 0.38, -1.16], [0.79, 0.74, 0.50], [-0.34, -0.68, 0.23], [0.16, -0.17, -0.06], [0.10, 0.32, -0.08], [-0.25, -0.17, -0.13], [0.16, -0.03, -0.29], [-0.05, 0.00, 0.39], [-0.01, 0.01, -0.34], [0.04, -0.35, 0.19], [-0.04, -0.06, -0.13], [-0.24, 0.07, -0.04], [0.20, 0.30, 0.10], [-0.17, -0.01, 0.16], [0.00, -0.06, 0.06], [-0.01, -0.21, -0.06], [0.16, -0.03, 0.14], [0.03, 0.26, -0.28], [2.07, -0.79, 0.92], [-0.28, -0.12, 0.04], [-0.04, -0.05, 0.09], [-0.01, -0.13, -0.04], [0.21, 0.31, -0.12], [-0.03, 0.16, 0.30], [0.22, 0.07, 0.07], [0.03, -0.10, -0.23], [-0.34, 0.13, -0.05], [-0.25, -0.18, 0.05], [0.08, 0.23, 0.14], [0.00, 0.12, 0.07], [0.03, -0.08, 0.12], [0.50, -0.11, -0.12], [-0.28, 0.03, -0.28], [0.11, 0.04, -0.06], [0.22, -0.02, -0.08], [-0.40, 0.20, -0.23], [0.09, 0.01, 0.18], [-0.22, -0.17, -0.05], [0.01, 0.01, 0.19], [0.07, -0.12, 0.04], [-0.27, 0.10, -0.02], [-0.08, -0.09, -0.03], [0.33, 0.13, -0.17], [0.01, 0.08, -0.18], [0.01, 0.13, 0.01], [0.03, 0.17, 0.10], [0.52, -0.06, 0.26], [-0.29, -0.24, 0.11]]}